# 1
{
  "formula": "CH7N2O",
  "method": "ωB97M-V with the def2-TZVPD basis set",
  "largest_force_ev_per_a": 1.01,
  "e_above_lowest_kcal_mol": 2.0,
  "total_energy_ev": -6178.2511,
  "gap_ha": 0.2914,
  "multiplicity": 1,
  "e_lumo_ha": 0.175,
  "e_homo_ev": -3.17,
  "total_charge": -1,
  "symbols": ["O", "N", "N", "C", "H", "H", "H", "H", "H", "H", "H"],
  "xyz": [[-1.231, -0.989, 1.256], [0.542, -0.757, -0.957], [0.032, 1.346, 0.203], [0.971, 0.578, -0.580], [-1.159, -1.638, 1.973], [-0.801, 1.596, -0.319], [0.020, -1.116, -0.142], [-0.388, 0.697, 0.897], [1.880, 0.488, -0.011], [1.271, 1.135, -1.479], [-0.111, -0.719, -1.728]],
  "atomic_forces_ev_per_a": [[0.162, -0.270, 0.261], [0.475, -0.270, -0.156], [-0.544, 0.399, 0.757], [-0.292, 0.049, -0.745], [-0.055, 0.291, -0.236], [0.192, 0.008, -0.481], [-0.329, -0.153, 0.049], [0.314, -0.074, 0.002], [0.426, -0.129, 0.513], [-0.171, 0.024, 0.006], [-0.177, 0.124, 0.031]],
  "lowdin_charge": [-0.560, -0.039, -0.043, -0.430, -0.155, 0.037, -0.002, 0.007, 0.072, 0.082, 0.031]
}



# 2
{
  "formula": "CH7N2O",
  "method": "ωB97M-V with the def2-TZVPD basis set",
  "largest_force_ev_per_a": 5.09,
  "e_above_lowest_kcal_mol": 171.6,
  "total_energy_ev": -6165.0628,
  "gap_ha": 0.2336,
  "multiplicity": 1,
  "e_lumo_ha": -0.347,
  "e_homo_ev": -15.79,
  "total_charge": 1,
  "symbols": ["O", "N", "N", "C", "H", "H", "H", "H", "H", "H", "H"],
  "xyz": [[-0.558, 1.695, -0.614], [-0.792, -0.220, 0.818], [1.060, -0.209, -0.647], [0.359, -1.006, 0.369], [-0.923, 0.786, 0.244], [0.074, -1.809, -0.288], [1.772, -0.574, -1.267], [-1.040, 2.511, -0.639], [0.933, -1.411, 1.243], [-1.310, -0.363, 1.720], [0.425, 0.600, -0.939]],
  "atomic_forces_ev_per_a": [[0.111, -1.778, 0.742], [1.396, -1.912, -0.059], [-1.623, -0.644, 1.659], [-0.638, 4.926, 1.126], [0.067, 0.641, -0.675], [-0.829, -1.439, -0.680], [-0.025, -0.410, 0.094], [-0.320, 0.916, -0.122], [-0.126, 0.054, -0.735], [1.025, -0.518, -0.968], [0.963, 0.164, -0.382]],
  "lowdin_charge": [-0.097, 0.220, 0.222, -0.153, 0.008, 0.194, 0.144, 0.056, 0.195, 0.165, 0.048]
}



multiplicity of number 2 (CH7N2O)?
1



What is the multiplicity in the second record?
1